{"formula": "C4H10NS", "method": "ωB97M-V/def2-TZVPD", "largest_force_ha_per_bohr": 0.014, "homo_energy_ev": -2.6, "charge": -1, "energy_ev": -16635.9804, "orbital_gap_ha": 0.24186, "relative_energy_kcal_mol": 3.0, "symbols": ["C", "C", "C", "N", "H", "H", "H", "H", "H", "H", "H", "C", "S", "H", "H", "H"], "coordinates": [[0.342, 1.751, -0.983], [1.488, 0.788, -1.215], [2.472, 1.058, -2.107], [1.405, -0.354, -0.472], [0.513, 2.251, -0.029], [-0.607, 1.220, -0.960], [0.284, 2.493, -1.780], [3.215, 0.316, -2.372], [2.443, 2.020, -2.597], [0.545, -0.573, 0.048], [2.048, -1.076, -0.734], [-2.536, -1.472, 2.291], [-1.394, -0.765, 1.050], [-3.546, -1.076, 2.186], [-2.534, -2.562, 2.207], [-2.190, -1.256, 3.306]], "forces_ev_per_a": [[0.5, 0.0, -0.1], [-0.3, 0.0, -0.4], [-0.6, 0.0, 0.3], [0.0, 0.5, -0.2], [-0.3, 0.0, 0.1], [0.0, -0.1, 0.3], [0.2, 0.0, 0.1], [0.2, 0.1, 0.1], [0.2, -0.1, -0.2], [0.5, -0.2, -0.2], [-0.1, -0.3, 0.3], [0.6, -0.2, 0.1], [-0.4, 0.1, 0.0], [-0.1, -0.1, -0.1], [-0.3, 0.0, 0.0], [-0.1, 0.1, 0.0]]}

{"formula": "C3H2LiO3Tl", "method": "ωB97M-V/def2-TZVPD", "largest_force_ha_per_bohr": 0.182, "homo_energy_ev": [-22.2, -23.0], "multiplicity": 2, "charge": 3, "energy_ev": -14144.9200, "orbital_gap_ha": [0.18698, 0.21910], "relative_energy_kcal_mol": 160.6, "symbols": ["C", "C", "O", "C", "O", "O", "Tl", "H", "H", "Li"], "coordinates": [[1.088, 1.086, 0.157], [-0.026, 0.138, 0.239], [0.251, -1.087, -0.353], [-0.745, -1.699, -1.050], [-1.895, -1.245, -0.970], [1.305, 1.993, 0.920], [-1.751, -3.443, -1.182], [-0.500, 0.076, 1.227], [-0.299, 1.016, -0.659], [2.572, 3.166, 1.671]], "forces_ev_per_a": [[0.3, 4.1, 8.4], [1.1, -0.4, -4.6], [0.4, 0.0, -0.6], [-1.0, 4.3, 1.9], [1.9, 1.8, -0.4], [-0.1, -4.2, -5.9], [-1.6, -6.2, -0.9], [-0.1, 0.9, 0.0], [-1.7, -1.5, 1.4], [0.9, 1.1, 0.7]]}

{"formula": "C5H6O2", "method": "ωB97M-V/def2-TZVPD", "largest_force_ha_per_bohr": 0.071, "homo_energy_ev": -9.6, "energy_ev": -9371.8161, "orbital_gap_ha": 0.38891, "relative_energy_kcal_mol": 121.7, "symbols": ["O", "C", "C", "O", "C", "C", "C", "H", "H", "H", "H", "H", "H"], "coordinates": [[-0.722, 1.622, 1.527], [0.102, 0.871, 0.318], [0.445, -0.627, 0.611], [-0.973, -0.898, 0.501], [-0.908, 0.085, -0.566], [0.027, -0.601, -1.569], [0.966, -1.090, -0.756], [-0.229, 1.418, 2.335], [0.386, 1.915, 0.570], [0.919, -0.976, 1.527], [-1.859, 0.509, -0.875], [-0.046, -0.614, -2.651], [1.891, -1.613, -0.971]], "forces_ev_per_a": [[-0.8, -1.7, 0.3], [-1.5, 0.8, 2.1], [0.5, 0.2, 0.4], [0.1, 0.0, -0.1], [-0.3, 0.5, -0.2], [0.2, 0.2, 0.1], [0.0, 0.3, 0.0], [-0.2, -0.1, -0.1], [2.3, -0.4, -2.8], [-0.1, 0.0, -0.1], [0.0, -0.1, 0.0], [0.0, 0.0, 0.2], [-0.2, 0.1, 0.1]]}

{"formula": "C8H10Cl2N4", "method": "ωB97M-V/def2-TZVPD", "largest_force_ha_per_bohr": 0.086, "homo_energy_ev": -8.1, "energy_ev": -39460.3420, "orbital_gap_ha": 0.31055, "relative_energy_kcal_mol": 32.0, "smiles": "N=C=C1N=C(Cl)CN=C1Cl.CC(C)=N", "symbols": ["N", "C", "C", "N", "C", "Cl", "C", "N", "C", "Cl", "H", "H", "H", "C", "C", "C", "N", "H", "H", "H", "H", "H", "H", "H"], "coordinates": [[-0.560, 0.780, 3.016], [-0.756, 0.314, 1.937], [-1.255, -0.481, 0.939], [-0.840, -1.829, 0.876], [-1.320, -2.588, -0.079], [-0.776, -4.174, -0.203], [-2.243, -2.107, -1.152], [-2.680, -0.690, -1.003], [-2.323, -0.070, 0.032], [-3.089, 1.451, 0.303], [0.013, 1.567, 3.497], [-1.687, -2.197, -2.116], [-3.119, -2.792, -1.115], [2.648, 0.075, -0.662], [1.610, 1.203, -0.811], [1.784, 2.209, 0.239], [0.564, 1.026, -1.550], [2.848, -0.451, -1.679], [3.689, 0.363, -0.371], [2.189, -0.646, 0.017], [0.881, 2.738, 0.339], [2.542, 2.843, -0.070], [1.974, 1.666, 1.105], [-0.093, 1.789, -1.488]], "forces_ev_per_a": [[1.0, 2.3, 1.7], [-1.0, -1.4, -0.9], [-0.1, 0.1, 1.0], [-0.3, -1.5, -1.8], [1.1, 3.6, 2.3], [0.2, -1.0, 0.0], [0.2, 0.4, -0.4], [-0.4, -1.6, 0.5], [0.8, 0.0, -0.8], [0.1, 0.7, 0.3], [-1.0, -2.1, -1.8], [-0.7, -0.1, 0.5], [0.3, 0.6, -0.5], [0.7, -0.6, -2.9], [-1.2, -2.2, -0.7], [-1.3, -0.2, -1.3], [2.1, -0.2, 0.3], [-0.8, 0.7, 1.7], [-1.2, 0.1, 0.3], [0.4, -0.1, 0.1], [-1.2, 1.0, 0.3], [1.8, 1.4, 0.0], [0.8, -0.5, 1.8], [-0.2, 0.4, 0.3]]}